# 1
67
Properties=species:S:1:pos:R:3:mulliken_spin:R:1 method="wB97M-V/def2-TZVPD" s_squared=0.796 lumo_energy_ev="-4.8 / -4.9" orbital_gap_ev="5.57 / 5.49" charge=+1 multiplicity=2 e_homo_ha="-0.382 / -0.381"
Ru -0.535 0.544 -0.316 0.770
Cl 2.224 2.420 2.480 -0.001
Cl 0.993 0.685 4.494 0.000
Cl 0.298 3.541 4.389 0.000
S -0.170 -1.017 -2.456 -0.034
O 3.650 1.489 -0.504 0.001
O -0.945 -3.310 1.503 -0.008
N -1.464 -1.148 0.946 0.084
N 1.115 -0.666 0.642 -0.008
N -1.050 1.493 1.650 -0.004
N 2.112 -2.355 -2.439 -0.001
N 1.387 1.473 -0.866 0.108
N 0.368 -3.310 -1.278 -0.003
C 0.712 2.096 3.435 0.001
C 3.361 -0.719 1.359 -0.002
C 0.521 3.550 -1.713 0.020
C -0.634 -2.137 1.344 -0.034
C -4.564 -0.970 2.896 -0.017
C 2.041 2.235 -3.106 0.041
C 1.767 -2.297 2.222 0.001
C 1.336 2.399 -1.885 -0.037
C -4.930 -0.039 0.716 -0.010
C 0.849 -2.311 -2.007 0.001
C 0.802 -1.688 1.427 0.019
C 2.339 -0.162 0.599 0.006
C -2.761 -0.974 1.288 -0.015
C 2.774 0.969 -3.424 0.004
C 3.061 -1.798 2.180 0.001
C -3.182 -0.053 -1.046 0.015
C 1.959 3.229 -4.065 -0.023
C -5.404 -0.350 1.983 0.026
C -0.333 1.776 2.516 -0.001
C -2.381 -1.904 3.631 -0.002
C 1.207 4.375 -3.866 0.050
C -0.278 3.714 -0.460 0.040
C -3.635 -0.340 0.350 0.017
C 1.129 -4.472 -0.878 0.001
C 2.538 1.013 -0.331 -0.014
C -3.253 -1.286 2.590 0.019
C 0.481 4.520 -2.694 -0.018
H 3.509 0.725 -2.658 0.002
H 1.324 -5.127 -1.731 0.000
H -2.277 0.651 -1.073 0.002
H 2.654 -3.202 -2.381 0.000
H -2.237 -2.966 3.427 0.002
H -1.396 -1.437 3.650 0.001
H -0.121 5.404 -2.545 0.000
H -2.908 -0.976 -1.569 -0.001
H -5.587 0.436 0.003 0.001
H -3.976 0.436 -1.607 0.005
H 2.461 -1.603 -3.014 0.000
H 2.491 3.098 -4.995 0.000
H 4.353 -0.301 1.290 0.000
H 1.496 -3.138 2.843 0.000
H -1.008 2.880 -0.363 -0.009
H -2.834 -1.807 4.613 0.000
H 3.834 -2.250 2.784 0.000
H 1.173 5.137 -4.628 0.002
H -0.598 -3.262 -0.986 0.000
H 0.560 -5.020 -0.134 0.000
H -4.933 -1.197 3.883 0.000
H 3.286 1.057 -4.379 0.000
H 2.079 -4.175 -0.431 0.000
H 2.037 0.168 -3.500 0.002
H 0.372 3.715 0.416 -0.002
H -0.838 4.645 -0.479 0.002
H -6.417 -0.105 2.258 0.001


# 2
19
Properties=species:S:1:pos:R:3:mulliken_charge:R:1 method="wB97M-V/def2-TZVPD" smiles=CC(C)(CC[O-])[N+]#[NH+] lumo_energy_ev="-7.2 / -5.9" orbital_gap_ev="8.15 / 8.71" charge=+1 multiplicity=1 e_homo_ha="-0.564 / -0.539"
O -2.449 -0.293 0.523 -0.329
N -0.250 -2.326 -0.426 -0.709
N -0.411 -1.223 0.009 0.546
C 1.602 -0.191 1.074 -1.455
C -1.845 0.806 -0.048 -0.407
C -0.520 1.068 0.533 -0.748
C 0.931 0.089 -1.326 -1.545
C 0.414 -0.070 0.143 1.349
H -1.074 -2.996 -0.300 0.356
H -0.022 2.055 0.360 0.502
H 1.238 -0.567 2.098 0.403
H 2.139 0.813 1.260 0.321
H 2.276 -0.952 0.689 0.431
H 1.251 1.166 -1.508 0.357
H -0.500 0.960 1.623 0.364
H 1.761 -0.511 -1.525 0.467
H -2.608 1.626 0.046 0.395
H 0.104 -0.099 -2.050 0.454
H -2.037 0.645 -1.177 0.249


# 3
57
Properties=species:S:1:pos:R:3:mulliken_charge:R:1 method="wB97M-V/def2-TZVPD" lumo_energy_ev=-2.3 orbital_gap_ev=9.83 charge=+1 multiplicity=1 e_homo_ha=-0.446
Hg 0.324 1.021 0.734 2.293
O 2.572 0.019 0.493 -0.158
O -0.176 -0.223 -1.402 -0.036
O -2.988 -2.243 1.329 -0.456
N 1.879 2.463 -0.502 -0.497
N -1.629 1.922 -0.296 -0.605
N -0.624 -0.971 1.641 -0.666
C 2.842 1.649 -1.293 0.767
C -3.566 1.356 -1.759 -1.712
C 3.893 2.501 -1.987 -1.619
C -0.628 -2.344 1.065 0.865
C 0.625 -1.006 -2.258 -1.243
C -1.421 0.128 -2.004 -1.227
C 3.206 -0.674 1.564 -0.852
C -2.338 0.839 -1.019 0.887
C -4.300 -2.500 0.864 -0.716
C 3.516 0.676 -0.341 -1.190
C -1.982 -2.694 0.461 -0.665
C -0.109 -3.386 2.051 -1.510
B 0.437 2.461 2.691 0.280
H -1.912 -0.791 -2.339 0.465
H 2.387 2.973 0.221 0.300
H 0.056 -2.352 0.208 -0.407
H -2.044 -3.780 0.312 0.604
H 0.966 -3.336 2.213 0.352
H -4.578 -1.813 0.054 0.231
H -0.380 1.546 2.777 -0.229
H -4.226 1.947 -1.127 0.461
H -0.387 -4.383 1.711 0.401
H 3.712 0.031 2.227 0.321
H -1.210 2.483 -1.046 0.280
H -1.612 -0.733 1.750 0.292
H -2.115 -2.268 -0.546 0.114
H -0.610 -3.269 3.019 0.460
H 1.553 3.205 -1.118 0.257
H 3.909 -1.408 1.166 0.304
H 4.505 3.064 -1.281 0.394
H -2.652 0.066 -0.310 -0.246
H 4.183 1.269 0.307 0.555
H 0.641 2.872 3.795 -0.119
H -0.317 -1.064 2.607 0.289
H -4.161 0.536 -2.167 0.396
H 3.423 3.175 -2.703 0.432
H 1.591 -1.178 -1.788 0.313
H 2.259 1.125 -2.052 -0.181
H -1.226 0.752 -2.887 0.583
H -3.256 1.953 -2.622 0.412
H -2.266 2.623 0.077 0.274
H 0.184 -1.995 -2.439 0.333
H -4.407 -3.530 0.522 0.316
H 0.762 -0.529 -3.234 0.270
H 4.582 1.883 -2.570 0.394
H -0.008 3.369 2.021 -0.216
H -4.985 -2.303 1.685 0.266
H 2.426 -1.180 2.129 0.172
H 4.159 -0.060 -0.833 0.447
H 1.522 2.105 2.231 -0.234


# 4
8
Properties=species:S:1:pos:R:3:mulliken_charge:R:1 method="wB97M-V/def2-TZVPD" smiles=FCCF lumo_energy_ev=1.2 orbital_gap_ev=12.58 charge=0 multiplicity=1 e_homo_ha=-0.419
F 0.616 0.154 -1.690 -0.289
F -0.368 0.154 1.428 -0.274
C -0.452 -0.514 0.267 -0.142
C 0.534 0.503 -0.391 -0.367
H -0.164 -1.522 0.401 0.249
H 0.018 1.377 -0.045 0.286
H 1.373 0.401 0.138 0.337
H -1.557 -0.554 -0.110 0.201


# 5
92
Properties=species:S:1:pos:R:3:mulliken_charge:R:1 method="wB97M-V/def2-TZVPD" smiles="C=Cc1cc(P(N)O)c(Cc2ccc(C)cc2)c2c1C(=O)C(CC(=O)F)=CC2=O.CCN(CC)CC.CCN(CC)CC" lumo_energy_ev=-0.8 orbital_gap_ev=7.29 charge=0 multiplicity=1 e_homo_ha=-0.298
P 4.788 -4.063 -6.437 -0.102
F -2.332 -7.473 -1.506 -0.258
O -0.870 -7.353 -3.164 -0.450
O 5.702 -4.529 -5.096 -0.500
O -1.979 -5.290 -6.116 -0.549
O 0.348 -1.876 -3.595 -0.573
N 5.132 -5.223 -7.683 -0.630
N -1.507 7.976 5.159 0.128
N -1.381 2.056 2.322 0.120
C 3.158 -2.505 -4.301 -0.977
C -3.764 1.427 3.016 -0.995
C -2.615 5.706 5.577 -0.857
C -1.852 -6.909 -2.629 0.716
C 2.774 -1.195 -0.788 -0.665
C 2.538 -2.344 -0.031 0.990
C 2.318 -5.240 -6.771 -0.424
C -1.142 -5.002 -5.289 -0.101
C 0.220 -6.506 -7.391 -0.648
C -0.128 7.745 5.556 -0.700
C -2.803 2.346 2.252 -0.594
C 0.327 -4.775 -5.607 -0.040
C -0.980 0.737 1.871 -0.311
C -1.500 -4.798 -3.836 0.917
C -1.707 10.102 6.431 -1.436
C -2.312 8.749 6.086 -0.303
C 2.366 -3.554 -5.058 -0.493
C 2.280 -2.177 1.443 -1.451
C 2.755 -3.661 -2.048 -0.050
C 3.013 -4.301 -6.036 1.135
C -0.849 -3.870 -3.153 -0.626
C 0.127 7.034 6.890 -0.904
C -0.716 2.474 3.544 -0.311
C -0.185 -6.330 -8.636 -0.790
C -0.997 1.676 4.822 -1.094
C 2.973 -1.306 -2.135 -0.657
C 2.964 -2.526 -2.794 0.139
C 0.976 -5.499 -6.595 0.227
C -2.204 6.824 4.612 -0.785
C 0.215 -3.053 -3.845 0.389
C -2.559 -5.670 -3.185 -1.339
C 1.023 -3.817 -4.875 0.844
C 2.554 -3.546 -0.685 -0.893
C -1.434 0.412 0.455 -1.462
H 2.877 -1.523 -4.703 0.323
H -4.782 1.583 2.654 0.396
H -3.529 0.371 2.876 0.256
H -0.782 10.005 7.002 0.296
H -3.771 1.642 4.083 0.263
H 0.134 -5.479 -9.237 0.276
H 0.364 2.447 3.362 0.387
H 2.832 -5.805 -7.545 0.397
H -3.110 6.088 6.470 0.395
H -2.519 0.326 0.381 0.330
H 2.758 -1.279 1.850 0.382
H 2.394 -4.440 -0.083 0.355
H -0.888 -7.001 -9.123 0.289
H -0.941 3.529 3.731 0.006
H 1.168 7.179 7.187 0.374
H -3.097 2.342 1.198 0.373
H -1.011 -0.544 0.142 0.392
H 6.140 -5.233 -7.810 0.324
H 2.743 -4.639 -2.523 0.512
H -0.034 5.959 6.817 0.227
H 4.236 -2.590 -4.484 0.614
H -2.509 8.201 7.021 0.257
H 1.210 -2.096 1.678 0.185
H 6.519 -4.886 -5.464 0.295
H -3.287 8.932 5.625 0.435
H -1.058 -3.707 -2.097 0.473
H -0.497 7.424 7.696 0.240
H -0.046 -7.441 -6.894 0.349
H 0.381 7.197 4.758 0.338
H -2.968 3.379 2.572 0.260
H -2.407 10.673 7.043 0.436
H -3.010 -5.137 -2.343 0.371
H -1.096 1.174 -0.250 0.328
H -3.317 5.033 5.080 0.370
H 2.792 -0.222 -0.305 0.343
H -1.600 6.393 3.808 0.396
H 3.124 -0.402 -2.722 0.328
H -1.760 5.103 5.882 0.056
H 0.382 8.711 5.585 0.370
H -0.916 0.600 4.665 0.341
H -3.110 7.190 4.117 0.339
H -1.335 -0.056 2.548 0.229
H -0.271 1.948 5.592 0.420
H 2.656 -3.006 2.056 0.403
H -3.286 -5.928 -3.960 0.367
H -1.984 1.895 5.228 0.195
H 4.864 -6.146 -7.326 0.274
H 0.113 0.686 1.880 0.467
H -1.501 10.679 5.529 0.331


# 6
18
Properties=species:S:1:pos:R:3:mulliken_charge:R:1 method="wB97M-V/def2-TZVPD" smiles=c1ccncc1.CN lumo_energy_ev=0.6 orbital_gap_ev=9.91 charge=0 multiplicity=1 e_homo_ha=-0.344
N -0.288 1.848 1.165 -0.532
N 0.558 -1.261 -2.471 -0.564
C -1.168 -0.386 1.272 -0.113
C 1.551 -0.859 -3.557 -0.638
C -0.714 0.664 0.609 -0.194
C -0.986 -0.351 2.682 -0.246
C -0.044 1.811 2.437 0.000
C -0.441 0.871 3.301 -0.316
H 2.477 -0.919 -3.003 0.236
H -0.413 1.079 4.377 0.329
H 0.641 2.586 2.991 0.234
H -1.619 -1.335 0.720 0.250
H -0.263 -1.652 -3.040 0.242
H -0.687 0.746 -0.503 0.336
H -1.686 -1.116 3.186 0.272
H 1.296 0.156 -3.793 0.240
H 0.234 -0.305 -1.923 0.177
H 1.553 -1.576 -4.450 0.286


| no. | calculated total energy (Eh) | molecular weight (g/mol) |
| --- | --- | --- |
| 1 | -3397.495342 | 707.05 |
| 2 | -381.405126 | 115.16 |
| 3 | -1047.357107 | 482.85 |
| 4 | -278.271624 | 66.05 |
| 5 | -2231.366164 | 613.76 |
| 6 | -344.034259 | 110.16 |